A cluster of 2 separate species, C3H7NS in total in a non-equilibrium geometry. Source: the Open Molecules 2025 dataset; level of theory: wB97M-V/def2-TZVPD.

Results
Energy relative to the best compared isomer or geometry (same formula, charge and spin)   114.4 kcal/mol
E_tot   -571.2566 a.u.
Charge   0
HOMO-LUMO gap   0.337 Ha

CARTESIAN COORDINATES (ANGSTROEM)
H1 1.8871 -1.7925 0.7815
H2 -0.0053 -1.9358 -0.5922
N1 1.0687 -1.3313 -0.2813
C1 0.7920 -0.0773 0.3092
H3 0.6879 1.9514 -0.8060
H4 -0.6508 0.9474 1.6042
H5 -2.6484 0.3216 -0.7358
S1 -2.0084 -0.5522 0.0368
C2 0.1245 1.0353 -0.5808
H6 1.5150 0.5592 1.0216
C3 -0.4754 0.4501 0.6883
H7 -0.2870 0.4242 -1.4455